# 1
{"formula": "C48H44AsBrF6N6OSn", "method": "the ωB97M-V functional and the def2-TZVPD basis", "total_charge": 2, "orbital_gap_ev": [3.87, 6.62], "e_lumo_ev": [-9.1, -6.2], "species": ["Sn", "Br", "As", "F", "F", "F", "F", "F", "F", "O", "N", "N", "N", "N", "N", "N", "C", "C", "C", "C", "C", "C", "C", "C", "C", "C", "C", "C", "C", "C", "C", "C", "C", "C", "C", "C", "C", "C", "C", "C", "C", "C", "C", "C", "C", "C", "C", "C", "C", "C", "C", "C", "C", "C", "C", "C", "C", "C", "C", "C", "C", "C", "C", "C", "H", "H", "H", "H", "H", "H", "H", "H", "H", "H", "H", "H", "H", "H", "H", "H", "H", "H", "H", "H", "H", "H", "H", "H", "H", "H", "H", "H", "H", "H", "H", "H", "H", "H", "H", "H", "H", "H", "H", "H", "H", "H", "H", "H"], "xyz": [[0.754, -0.032, 0.174], [-2.269, -0.540, -1.097], [-2.294, 1.996, 0.893], [-0.980, -0.705, 4.913], [-2.218, -1.285, 3.256], [-1.193, -3.478, 2.268], [0.834, -3.898, 2.810], [-0.971, 0.449, 3.108], [-0.615, -3.473, 4.347], [0.247, -1.384, 1.660], [3.589, 2.069, 2.763], [1.762, 0.377, -5.204], [3.528, 1.760, -4.543], [3.196, -0.823, -0.328], [1.783, 3.260, 3.573], [1.493, 1.769, 1.789], [-2.425, 5.500, 4.018], [-3.315, -3.614, -3.711], [2.486, 4.501, 3.815], [-2.153, 3.491, 2.141], [-3.369, -2.526, -2.829], [-3.158, 4.334, 4.158], [-4.624, 2.890, -0.626], [-3.159, 4.577, -2.282], [-0.951, -2.615, -2.537], [2.342, 1.554, -5.074], [-1.019, -0.822, 3.588], [5.244, -0.429, -1.505], [1.483, -3.926, -3.128], [3.743, -1.879, 0.268], [-5.274, 3.740, -1.505], [-1.400, 4.645, 2.017], [2.270, 2.327, 2.692], [-0.224, -3.140, 3.117], [-2.212, -2.051, -2.278], [4.357, 2.227, 3.981], [-0.907, -3.735, -3.445], [5.815, -1.528, -0.857], [1.413, -1.338, 3.786], [-2.505, 3.733, -1.403], [-4.652, 1.647, 4.225], [0.329, -4.355, -3.710], [5.542, 0.963, -3.538], [6.016, 0.402, -2.425], [3.922, -0.125, -1.189], [2.445, -0.685, -4.812], [-2.113, -4.190, -4.013], [0.560, 3.069, 4.319], [-3.651, 1.278, 2.061], [4.267, 1.320, 1.741], [1.454, -2.823, -2.237], [-3.797, 2.068, 3.215], [4.219, 0.712, -4.110], [-5.328, 0.443, 4.099], [-1.550, 5.659, 2.954], [5.050, -2.269, 0.026], [0.143, -1.644, 2.993], [-4.546, 4.600, -2.311], [-4.344, 0.086, 1.937], [-3.029, 3.314, 3.223], [-5.191, -0.325, 2.955], [3.704, -0.584, -4.248], [-3.238, 2.924, -0.544], [0.269, -2.236, -2.004], [-2.061, -5.026, -4.692], [0.151, 4.041, 4.586], [2.230, -1.945, 3.405], [-4.229, -3.989, -4.143], [5.459, -3.136, 0.518], [6.840, -1.796, -1.061], [1.267, -1.544, 4.842], [3.101, -2.419, 0.951], [-5.705, -1.269, 2.875], [-5.962, 0.105, 4.903], [-3.849, 4.228, 4.980], [7.045, 0.571, -2.139], [-5.192, 2.223, 0.011], [5.098, 3.024, 3.885], [-4.215, -0.535, 1.061], [6.159, 1.650, -4.099], [4.285, 0.252, 1.985], [4.884, 1.294, 4.187], [2.858, 4.583, 4.840], [4.272, -1.450, -3.953], [-0.191, 2.532, 3.743], [3.319, 4.600, 3.124], [-1.419, 3.709, -1.369], [-0.990, 6.575, 2.850], [-2.593, 5.214, -2.945], [1.807, 2.421, -5.430], [2.377, -2.511, -1.776], [3.754, 1.462, 0.793], [3.709, 2.438, 4.825], [1.657, -0.288, 3.641], [1.964, -1.641, -4.964], [3.425, 0.725, -1.639], [-4.317, -2.072, -2.592], [1.798, 5.335, 3.639], [-6.353, 3.730, -1.556], [-5.059, 5.278, -2.975], [2.427, -4.415, -3.314], [-4.771, 2.242, 5.118], [-0.708, 4.760, 1.191], [0.345, -5.206, -4.377], [0.565, 2.199, 1.841], [-2.538, 6.292, 4.744], [0.755, 2.504, 5.238], [5.294, 1.679, 1.664]], "forces_ev_per_a": [[0.673, -0.491, 1.282], [-0.298, -0.295, -0.368], [-1.713, 1.291, 0.640], [0.076, -0.150, 0.180], [-0.188, -0.236, -0.062], [-0.154, 0.004, -0.053], [0.336, -0.037, -0.036], [0.257, 0.268, -0.175], [-0.026, 0.145, 0.262], [0.457, 0.730, -1.768], [-0.213, 0.007, 0.011], [-0.786, -0.064, -0.380], [0.737, 0.722, 0.255], [-0.665, 0.130, 0.356], [0.081, -0.017, -0.160], [-0.652, -0.800, -0.522], [0.075, 0.035, 0.005], [0.292, -0.182, -0.122], [0.142, 0.241, 0.069], [0.416, -0.022, 0.262], [0.239, 0.365, 0.330], [-0.006, -0.217, -0.171], [-0.263, -0.457, 0.285], [0.152, 0.013, 0.074], [-0.405, -0.373, -0.396], [-0.039, -0.231, 0.082], [-0.218, 0.259, 0.108], [-0.180, -0.387, 0.382], [-0.143, 0.041, 0.053], [0.060, -0.355, 0.228], [-0.043, 0.009, 0.105], [0.135, -0.067, -0.282], [0.009, 0.373, 0.147], [-0.013, -0.323, -0.272], [-0.274, 0.020, 0.020], [0.134, 0.063, 0.309], [-0.202, 0.618, 0.493], [-0.329, 0.271, -0.104], [-0.148, -0.061, -0.112], [0.482, 0.003, -0.035], [0.265, 0.131, -0.180], [0.243, -0.208, -0.119], [0.420, -0.018, 0.303], [0.073, 0.277, -0.387], [0.014, 0.199, -0.172], [0.230, -0.109, 0.115], [-0.175, -0.106, -0.087], [-0.160, -0.308, 0.122], [0.066, -0.277, 0.128], [-0.055, -0.101, -0.352], [0.308, 0.034, 0.102], [-0.099, -0.292, -0.108], [-0.687, -0.697, -0.311], [-0.059, -0.042, -0.061], [0.052, 0.020, -0.118], [-0.112, 0.039, 0.019], [0.142, 0.022, 0.655], [-0.014, -0.052, -0.064], [0.018, -0.073, -0.300], [0.282, 0.134, -0.119], [0.010, -0.024, 0.023], [0.061, 0.439, -0.108], [0.399, -0.237, -0.223], [0.388, 0.089, 0.243], [-0.054, -0.109, -0.083], [-0.027, -0.021, -0.010], [0.022, -0.056, -0.017], [-0.065, -0.029, -0.055], [0.004, -0.084, 0.103], [0.154, -0.054, -0.010], [0.125, -0.015, 0.063], [0.002, -0.116, 0.077], [-0.097, -0.068, -0.055], [-0.077, -0.046, 0.058], [-0.078, 0.007, 0.080], [0.095, 0.120, -0.021], [-0.032, 0.046, -0.042], [-0.026, -0.012, 0.018], [0.023, -0.075, -0.008], [0.124, 0.040, -0.041], [0.022, 0.050, -0.061], [-0.007, 0.010, 0.001], [0.038, 0.002, -0.012], [0.057, -0.127, 0.018], [0.033, 0.024, 0.083], [0.023, 0.020, 0.039], [-0.077, 0.078, -0.094], [0.071, 0.068, -0.023], [0.049, 0.047, 0.017], [-0.107, 0.100, -0.049], [0.002, 0.087, -0.004], [0.138, 0.038, 0.079], [-0.012, 0.023, 0.006], [0.015, 0.099, 0.053], [0.006, -0.150, 0.024], [0.093, 0.113, -0.052], [-0.098, 0.096, 0.046], [0.073, -0.047, 0.018], [-0.051, 0.008, 0.048], [-0.042, 0.010, -0.101], [0.047, -0.076, -0.061], [-0.040, 0.044, 0.058], [-0.005, 0.091, 0.023], [-0.015, -0.035, -0.070], [0.408, 0.094, 0.033], [-0.008, 0.064, 0.043], [-0.099, 0.068, 0.024], [-0.015, -0.014, -0.064]], "lowdin_charge": [1.29, 0.76, 1.40, 0.18, 0.18, 0.17, 0.16, 0.07, 0.19, -0.36, -0.14, 0.09, 0.13, -0.07, -0.16, 0.02, -0.04, -0.04, -0.05, -0.31, -0.09, 0.01, -0.07, -0.05, -0.22, -0.20, -0.55, -0.19, -0.06, -0.15, -0.04, -0.09, -0.44, -0.58, -0.54, -0.03, -0.14, 0.03, 0.04, -0.11, 0.01, -0.01, 0.00, -0.03, -0.13, -0.12, 0.00, -0.03, -0.33, -0.04, -0.10, -0.19, -0.30, -0.03, -0.07, -0.01, -0.45, -0.04, -0.10, -0.19, -0.05, 0.00, -0.38, 0.01, 0.13, 0.09, 0.09, 0.12, 0.12, 0.13, 0.11, 0.12, 0.12, 0.12, 0.12, 0.12, 0.11, 0.10, 0.07, 0.13, 0.09, 0.10, 0.10, 0.12, 0.05, 0.10, 0.11, 0.12, 0.12, 0.11, 0.07, 0.06, 0.09, 0.08, 0.10, 0.13, 0.11, 0.09, 0.12, 0.12, 0.12, 0.12, 0.11, 0.13, -0.01, 0.12, 0.10, 0.11]}

# 2
{"formula": "C43H60BCl3CsN7O4S4SiTe", "method": "the ωB97M-V functional and the def2-TZVPD basis", "total_charge": -2, "orbital_gap_ev": 6.17, "e_lumo_ev": 3.7, "species": ["Cs", "Te", "Cl", "Cl", "Cl", "S", "S", "S", "S", "Si", "O", "O", "O", "O", "N", "N", "N", "N", "N", "N", "N", "C", "C", "C", "C", "C", "C", "C", "C", "C", "C", "C", "C", "C", "C", "C", "C", "C", "C", "C", "C", "C", "C", "C", "C", "C", "C", "C", "C", "C", "C", "C", "C", "C", "C", "C", "C", "C", "C", "C", "C", "C", "C", "C", "B", "H", "H", "H", "H", "H", "H", "H", "H", "H", "H", "H", "H", "H", "H", "H", "H", "H", "H", "H", "H", "H", "H", "H", "H", "H", "H", "H", "H", "H", "H", "H", "H", "H", "H", "H", "H", "H", "H", "H", "H", "H", "H", "H", "H", "H", "H", "H", "H", "H", "H", "H", "H", "H", "H", "H", "H", "H", "H", "H", "H"], "xyz": [[0.501, -1.877, -0.065], [3.672, -0.360, -1.261], [3.058, -3.577, 2.706], [3.418, -6.179, 1.506], [0.836, -4.829, 1.338], [0.742, 0.869, 3.806], [0.739, 3.614, -0.309], [-1.815, 0.968, -0.048], [-2.386, -3.010, 1.024], [-4.283, -5.440, 0.144], [3.348, 0.268, 1.819], [3.299, -4.672, -0.968], [2.776, -2.684, -0.040], [0.620, 1.269, -2.201], [0.179, 3.573, 2.358], [-2.809, 3.343, -1.013], [-1.816, -0.135, 3.867], [-1.764, -2.643, -1.546], [-2.008, 3.444, 1.014], [-1.657, 1.826, 2.928], [2.301, 3.881, 1.947], [-1.499, -1.395, 4.582], [3.387, -1.482, -3.040], [5.817, 1.558, -2.361], [2.196, -1.815, -5.110], [-3.316, -4.444, -1.106], [-2.381, 4.718, 0.651], [0.793, 3.878, 3.550], [-1.888, -2.902, -2.848], [-2.778, -2.223, 4.732], [3.870, 3.327, 0.010], [-2.243, 2.600, -0.007], [4.161, 3.151, -3.902], [2.097, 4.085, 3.310], [-2.870, 4.669, -0.598], [4.454, 1.279, -2.400], [3.630, 2.096, -3.173], [-3.214, 2.952, -2.391], [-2.990, 1.469, 2.943], [-3.270, -6.352, 1.429], [4.134, 5.390, 1.392], [-5.663, -4.444, 0.931], [-0.501, -2.235, 3.793], [4.178, -2.587, -3.329], [1.086, 3.661, 1.353], [5.523, 3.416, -3.860], [-3.400, -4.681, -2.464], [6.350, 2.619, -3.083], [3.683, 3.927, 1.404], [-3.098, 0.260, 3.511], [-4.388, 3.849, -2.817], [-0.939, 0.857, 3.519], [4.568, 3.103, 2.351], [-2.687, -3.897, -3.371], [3.005, -2.903, -5.406], [-2.483, -3.374, -0.666], [-5.154, -6.804, -0.847], [2.612, -4.611, 1.324], [2.379, -1.113, -3.926], [3.987, -3.294, -4.508], [-3.698, 1.507, -2.530], [-0.970, -1.053, 5.973], [2.968, -3.920, -0.071], [-2.008, 3.187, -3.302], [-1.333, 3.240, 2.384], [-1.308, -2.262, -3.509], [-2.226, 5.553, 1.308], [-4.019, -5.491, -2.835], [5.172, 5.455, 1.061], [4.185, 2.085, 2.428], [7.415, 2.821, -3.039], [-2.512, -3.151, 5.239], [5.578, 3.065, 1.944], [1.410, -1.518, -5.795], [-3.212, 5.464, -1.228], [-2.274, 2.968, -4.339], [6.468, 0.937, -1.758], [3.369, 3.902, -0.761], [2.895, 4.291, 3.995], [-0.326, -3.170, 4.327], [-4.100, 1.404, -3.540], [-3.528, -1.712, 5.336], [-1.670, 4.222, -3.235], [-3.788, -7.261, 1.744], [-4.484, 1.275, -1.812], [-2.300, -6.635, 1.017], [-1.864, 4.036, 3.141], [-1.708, -0.467, 6.523], [2.555, 0.570, 2.291], [4.924, -2.912, -2.618], [0.444, -1.713, 3.674], [-5.759, -7.416, -0.175], [-1.184, 2.538, -3.006], [-5.181, 3.824, -2.069], [-2.745, -4.059, -4.439], [-3.205, -2.484, 3.763], [-3.744, 2.092, 2.500], [2.857, -3.456, -6.327], [3.511, 5.960, 0.702], [3.494, 2.304, -0.042], [3.448, -0.660, 2.054], [4.628, 3.525, 3.352], [4.600, -4.162, -4.716], [5.935, 4.245, -4.424], [-4.433, -7.462, -1.338], [-0.166, 1.048, -1.670], [3.504, 3.775, -4.495], [-2.905, 0.782, -2.386], [-6.345, -5.090, 1.488], [-0.908, -2.477, 2.809], [-6.236, -3.926, 0.159], [4.056, 5.840, 2.382], [4.945, 3.311, -0.186], [2.564, 1.912, -3.196], [0.954, 2.043, -1.724], [0.249, 3.879, 4.476], [-4.787, 3.473, -3.758], [-0.045, -0.480, 5.903], [-3.080, -5.719, 2.294], [-0.778, -1.977, 6.521], [1.723, -0.286, -3.676], [-5.816, -6.400, -1.614], [-3.960, -0.361, 3.630], [-4.093, 4.885, -2.979], [-5.248, -3.694, 1.602]], "forces_ev_per_a": [[-1.981, 2.073, 0.233], [0.566, 0.074, -0.333], [-0.005, -0.040, 0.007], [-0.076, -0.009, 0.047], [0.165, -0.286, 0.160], [0.125, -0.246, 0.115], [0.179, 0.636, 0.163], [-0.170, -0.259, 0.002], [-0.378, -0.228, -0.192], [-0.105, -0.038, -0.056], [0.132, -0.007, 0.079], [0.087, -0.182, -0.230], [2.223, -1.042, 0.087], [-0.193, -0.358, -0.609], [-0.394, 0.375, 0.034], [-0.398, 0.056, 0.022], [-0.164, -0.046, -0.017], [-0.686, -0.219, -0.397], [-0.255, 0.431, 0.473], [-0.374, 0.308, 0.155], [0.005, 0.032, 0.058], [-0.060, -0.141, 0.081], [-0.064, -0.006, 0.054], [-0.003, -0.028, -0.023], [0.011, -0.009, 0.007], [0.050, 0.020, -0.005], [-0.077, -0.025, -0.196], [0.232, 0.241, -0.039], [0.039, 0.067, 0.047], [0.031, 0.031, -0.004], [-0.205, 0.046, 0.178], [0.326, -0.337, -0.570], [-0.003, -0.002, 0.003], [-0.198, -0.077, 0.012], [0.152, -0.035, 0.120], [-0.045, -0.003, -0.053], [0.013, -0.043, 0.014], [0.152, 0.088, -0.089], [0.019, -0.101, 0.069], [0.066, 0.061, 0.026], [-0.058, -0.004, -0.096], [0.023, 0.043, 0.053], [0.128, 0.023, -0.081], [0.001, -0.013, 0.032], [0.260, -0.441, -0.085], [-0.005, 0.032, 0.005], [0.035, -0.032, -0.048], [0.030, -0.006, 0.020], [0.258, 0.062, 0.036], [0.192, 0.031, -0.005], [0.063, -0.006, 0.036], [0.203, -0.236, -0.205], [-0.040, -0.011, 0.052], [-0.046, -0.027, -0.014], [-0.006, -0.023, -0.029], [-0.074, -0.018, 0.015], [0.014, 0.016, 0.014], [0.018, -0.023, 0.000], [-0.077, 0.057, 0.009], [-0.001, -0.014, -0.013], [0.034, -0.001, 0.113], [0.083, 0.035, 0.036], [0.277, -0.067, 0.287], [-0.042, -0.075, 0.018], [0.234, -0.005, -0.073], [0.048, -0.029, 0.008], [-0.036, 0.031, 0.049], [-0.032, -0.004, -0.012], [0.016, -0.003, -0.013], [0.163, 0.123, -0.046], [0.009, 0.000, 0.002], [-0.002, -0.002, 0.005], [0.041, -0.007, -0.020], [-0.015, 0.007, -0.005], [-0.064, 0.030, -0.024], [-0.009, -0.007, -0.035], [0.013, -0.020, -0.001], [0.012, 0.035, -0.038], [0.003, 0.010, -0.001], [0.028, -0.042, 0.025], [-0.032, -0.025, -0.019], [-0.040, 0.034, 0.049], [-0.007, 0.040, 0.008], [-0.028, -0.052, 0.027], [-0.038, 0.013, 0.037], [0.040, -0.025, -0.015], [0.077, 0.040, -0.016], [-0.045, 0.023, 0.043], [-0.278, -0.112, -0.011], [0.024, -0.002, 0.005], [0.017, -0.016, 0.028], [-0.024, -0.029, 0.025], [0.017, 0.021, -0.052], [-0.036, -0.011, 0.009], [0.008, -0.001, -0.001], [0.019, -0.009, -0.052], [-0.024, 0.032, -0.040], [-0.001, -0.010, 0.005], [-0.023, 0.043, -0.035], [-0.017, 0.094, 0.123], [-0.110, -0.134, -0.060], [0.063, 0.099, 0.040], [0.007, -0.013, 0.000], [0.009, 0.014, -0.010], [0.026, -0.036, -0.021], [-0.057, -0.007, 0.087], [-0.012, 0.009, 0.001], [0.026, 0.020, 0.007], [-0.029, -0.044, 0.025], [0.088, 0.029, 0.151], [-0.041, 0.014, -0.029], [-0.004, -0.004, 0.050], [-0.041, -0.011, -0.022], [-0.013, -0.029, -0.029], [0.172, -0.073, 0.272], [0.002, 0.002, 0.002], [0.003, 0.005, -0.024], [-0.076, -0.051, 0.010], [0.003, -0.001, 0.011], [0.009, -0.040, 0.032], [0.007, 0.031, 0.000], [-0.042, 0.021, -0.033], [-0.047, -0.086, 0.022], [0.028, 0.030, -0.005], [-0.004, 0.015, 0.003]], "lowdin_charge": [1.04, 1.46, 0.59, 0.57, 0.56, 0.72, 0.74, 0.69, 0.50, 0.48, -0.17, 0.00, -0.61, -0.21, 0.03, 0.00, 0.01, -0.14, -0.01, 0.03, 0.00, -0.55, -0.48, -0.16, -0.10, -0.28, -0.08, -0.15, -0.18, -0.06, -0.09, -0.72, -0.09, -0.09, -0.07, -0.51, -0.13, -0.54, -0.10, -0.20, -0.04, -0.19, -0.09, -0.14, -0.63, -0.12, -0.11, -0.11, -0.53, -0.05, -0.06, -0.65, -0.04, -0.10, -0.11, -0.80, -0.21, -1.47, -0.13, -0.10, -0.08, -0.06, -0.89, -0.02, -0.61, 0.10, 0.11, 0.08, 0.08, 0.06, 0.09, 0.09, 0.09, 0.09, 0.10, 0.09, 0.08, 0.04, 0.10, 0.09, 0.08, 0.08, 0.09, 0.02, 0.09, 0.03, 0.12, 0.08, -0.07, 0.09, 0.02, 0.02, 0.06, 0.09, 0.08, 0.05, 0.12, 0.09, 0.09, 0.04, 0.01, 0.07, 0.10, 0.09, 0.03, -0.09, 0.10, 0.03, 0.02, -0.04, 0.03, 0.07, 0.09, 0.08, -0.12, 0.11, 0.08, 0.03, 0.01, 0.08, 0.07, 0.02, 0.11, 0.07, 0.00]}